Entry 1:
{
  "formula": "C14H25ClLiN3OP",
  "method": "ωB97M-V/def2-TZVPD",
  "symbols": ["C", "C", "C", "C", "C", "C", "C", "C", "N", "C", "C", "N", "C", "C", "C", "C", "N", "P", "O", "Cl", "H", "H", "H", "H", "H", "H", "H", "H", "H", "H", "H", "H", "H", "H", "H", "H", "H", "H", "H", "H", "H", "H", "H", "H", "H", "Li"],
  "xyz": [[3.32, 3.27, 0.12], [3.93, 1.99, -0.59], [2.74, 1.02, -0.90], [3.17, -0.43, -1.25], [2.33, -1.57, -0.57], [0.80, -1.30, -0.45], [0.21, -1.38, 0.99], [0.28, -2.79, 1.55], [0.24, -3.79, 2.04], [-1.33, -1.02, 0.85], [-2.01, -0.78, 2.17], [-2.47, -0.62, 3.18], [-2.15, -2.10, 0.04], [-3.00, -1.36, -1.05], [-4.38, -0.84, -0.50], [-4.34, 0.63, 0.00], [-4.70, 1.61, -1.07], [0.94, -0.15, 2.23], [2.59, -0.10, 2.06], [0.68, -0.97, 4.12], [2.22, 3.25, -0.08], [3.70, 4.23, -0.33], [3.45, 3.25, 1.22], [4.73, 1.53, 0.01], [4.35, 2.37, -1.54], [1.96, 1.09, -0.11], [2.25, 1.44, -1.81], [4.22, -0.56, -0.92], [3.16, -0.63, -2.34], [2.75, -1.88, 0.41], [2.47, -2.47, -1.21], [0.29, -2.10, -1.03], [0.46, -0.35, -0.90], [-1.35, -0.06, 0.28], [-2.87, -2.53, 0.76], [-1.53, -2.91, -0.37], [-3.25, -2.04, -1.89], [-2.47, -0.49, -1.49], [-5.16, -0.95, -1.27], [-4.69, -1.46, 0.37], [-3.36, 0.92, 0.44], [-5.10, 0.72, 0.80], [-5.02, 2.44, -0.57], [-3.81, 1.91, -1.49], [2.90, 0.79, 1.87], [2.76, 4.99, -1.57]],
  "charge": 1,
  "lumo_energy_ev": -5.4144,
  "fmax_ev_per_a": 5.69,
  "orbital_gap_ha": 0.22482
}


Entry 2:
{
  "formula": "C14H25FI2N3O4P",
  "method": "ωB97M-V/def2-TZVPD",
  "symbols": ["C", "C", "I", "C", "I", "C", "C", "C", "F", "N", "C", "N", "P", "C", "O", "N", "C", "C", "O", "O", "H", "H", "H", "H", "H", "H", "H", "H", "H", "H", "H", "H", "H", "H", "H", "H", "H", "C", "C", "C", "O", "C", "H", "H", "H", "H", "H", "H", "H", "H"],
  "xyz": [[3.65, -1.69, -4.06], [2.53, -1.49, -2.85], [3.58, -2.18, -1.00], [1.32, -2.54, -3.09], [1.40, -4.26, -1.67], [-0.19, -1.95, -3.07], [-0.94, -2.82, -4.24], [-0.65, -2.33, -5.78], [0.52, -1.45, -5.95], [-0.60, -2.18, -1.60], [-0.16, -0.93, -0.86], [0.57, -0.72, 0.28], [1.02, 0.86, 0.98], [-0.43, 1.48, 2.12], [1.17, 2.12, -0.22], [-0.68, 0.19, -1.74], [-0.52, -0.36, -3.16], [-2.00, 0.08, -3.80], [-2.06, 0.94, -4.84], [-3.27, -0.50, -3.26], [3.18, -1.59, -5.13], [4.13, -2.78, -4.00], [4.56, -0.94, -3.90], [2.23, -0.37, -2.72], [1.51, -3.05, -4.15], [-2.12, -2.73, -4.08], [-0.66, -3.95, -4.07], [-0.52, -3.28, -6.46], [-1.60, -1.69, -6.11], [-1.64, -1.98, -1.70], [0.91, -1.58, 0.79], [-1.25, 2.01, 1.44], [0.06, 2.37, 2.75], [-0.85, 0.62, 2.78], [0.24, 2.52, -0.34], [-1.65, 0.46, -1.45], [0.34, 0.36, -3.57], [-0.59, 2.83, 7.77], [-1.75, 2.22, 7.03], [-1.62, 2.86, 5.66], [-0.22, 3.10, 5.45], [0.47, 2.91, 6.69], [-0.27, 2.25, 8.64], [-0.86, 3.84, 8.11], [-1.62, 1.14, 6.95], [-2.72, 2.41, 7.50], [-2.14, 3.82, 5.62], [-2.01, 2.22, 4.86], [1.03, 1.98, 6.62], [1.17, 3.74, 6.85]],
  "lumo_energy_ev": -1.5772,
  "fmax_ev_per_a": 7.70,
  "orbital_gap_ha": 0.23947
}


Number 1: HOMO energy -0.4238 Ha, E_tot -1596.75368 Ha. Number 2: HOMO energy -0.2974 Ha, E_tot -2049.95164 Ha.